1.
The following is a quantum chemistry calculation of the molecule C3H5N3 in a non-equilibrium geometry, from the OMol25 dataset.

The HOMO-LUMO gap comes out at 0.3464 Ha. The total charge is 0. The energy above the lowest of the compared OMol25 structures with the same formula, charge and spin is 94.0 kcal/mol.

Last column: Mulliken charge in e.
Geometry (Å):
C1 2.51361 0.77761 -0.23654  -0.216
C2 1.55803 -0.00856 0.48063  0.205
C3 -0.85265 0.30848 0.36910  -0.527
N1 2.67316 -0.49152 -0.27632  -0.516
N2 0.27256 -0.31218 -0.09461  -0.150
N3 -1.89924 0.19459 -0.37506  -0.270
H1 2.88946 1.61170 -0.84159  0.331
H2 1.52799 -0.13822 1.55326  0.345
H3 0.25982 -0.79848 -0.95006  0.289
H4 -2.68112 0.76015 -0.04063  0.279
H5 -2.27319 -0.15178 -1.35176  0.231

Cartesian forces (eV/Å) of the 3 atoms listed first:
C 0.592 -1.044 -1.102
C -1.809 -0.275 0.863
C 3.200 -0.512 0.400


2.
The following is a quantum chemistry calculation of the ion C3H5N3 with charge +2 in a non-equilibrium geometry, from the OMol25 dataset.

The HOMO-LUMO gap comes out at 0.3168 Ha. The SMILES is [H]/N=[N+]1/C=C[NH+]=C1. The total charge is +2. The energy above the lowest of the compared OMol25 structures with the same formula, charge and spin is 59.2 kcal/mol.

Last column: Mulliken charge in e.
Geometry (Å):
H1 -0.32386 2.44837 1.36744  0.367
N1 -1.07233 1.77992 0.99355  -0.502
N2 -0.59538 0.82443 0.43463  0.637
C1 -1.22490 -0.16957 -0.28382  0.065
C2 -0.38255 -1.05326 -0.77749  -0.363
N3 0.93454 -0.67967 -0.36245  0.100
C3 1.00572 0.30632 0.40511  0.121
H2 -2.38567 -0.01630 -0.56154  0.432
H3 -0.48511 -1.96249 -1.25800  0.457
H4 1.68395 -1.28184 -0.71203  0.305
H5 1.69169 1.00851 1.08305  0.381

Cartesian forces (eV/Å) of the 3 atoms listed first:
H -0.976 -0.802 0.021
N 0.557 1.563 0.210
N 3.724 -1.439 0.198


3.
The following is a quantum chemistry calculation of the molecule C3H5N3O in a non-equilibrium geometry, from the OMol25 dataset.

The HOMO-LUMO gap comes out at 0.3815 Ha. The SMILES is Cc1onnc1N. The total charge is 0. The energy above the lowest of the compared OMol25 structures with the same formula, charge and spin is 100.9 kcal/mol.

Last column: Mulliken charge in e.
Geometry (Å):
C1 -0.10934 -1.15925 -1.29484  -0.989
C2 -0.59196 -0.20148 -0.34756  0.326
O1 -1.91919 -0.01160 -0.21567  -0.086
N1 -1.98509 0.77807 0.85969  -0.269
N2 -0.90063 1.01354 1.29187  -0.225
C3 0.05547 0.54706 0.56184  0.320
N3 1.38378 0.91880 0.73818  -0.652
H1 -0.24067 -2.11902 -0.97219  0.370
H2 1.03116 -1.14952 -0.95751  0.249
H3 -0.09832 -0.92234 -2.39969  0.281
H4 1.59248 1.97351 1.08906  0.352
H5 1.78230 0.33224 1.64683  0.323

Cartesian forces (eV/Å) of the 3 atoms listed first:
C 5.111 1.804 -1.220
C -0.222 -0.279 -1.859
O 1.687 -0.961 -0.533


4.
The following is a quantum chemistry calculation of the molecule C3H5N3O in a non-equilibrium geometry, from the OMol25 dataset.

The HOMO-LUMO gap comes out at 0.2990 Ha. The SMILES is Nc1nc(O)c[nH]1. The total charge is 0. The energy above the lowest of the compared OMol25 structures with the same formula, charge and spin is 56.9 kcal/mol.

Last column: Mulliken charge in e.
Geometry (Å):
N1 -2.04145 -0.49290 0.82696  -0.501
C1 -0.72290 -0.18946 0.52063  0.209
N2 0.34288 -0.83437 0.91320  -0.547
C2 1.36253 -0.17369 0.25247  0.564
O1 2.11510 -0.96206 -0.59342  -0.478
C3 0.94208 0.98010 -0.32184  -0.597
N3 -0.43625 0.92354 -0.22694  -0.094
H1 -2.11862 -1.39422 1.27713  0.280
H2 -2.64924 -0.43628 0.01809  0.243
H3 2.79342 -0.44360 -1.02028  0.299
H4 1.48948 1.66764 -0.94118  0.367
H5 -1.03289 1.34741 -0.91891  0.255

Cartesian forces (eV/Å) of the 3 atoms listed first:
N -0.061 -0.045 0.136
C -0.197 0.234 -0.005
N -0.131 0.030 -0.820


5.
The following is a quantum chemistry calculation of the molecule C3H5N3O in a non-equilibrium geometry, from the OMol25 dataset.

The HOMO-LUMO gap comes out at 0.3727 Ha. The SMILES is Nc1conc1N. The total charge is 0. The energy above the lowest of the compared OMol25 structures with the same formula, charge and spin is 61.6 kcal/mol.

Last column: Mulliken charge in e.
Geometry (Å):
N1 0.23248 -1.64758 -0.29456  -0.796
C1 -0.24902 -0.51016 0.41313  0.652
C2 -1.25085 -0.23657 1.28315  -0.438
O1 -1.34589 1.09023 1.45687  -0.159
N2 -0.41311 1.74921 0.65366  -0.529
C3 0.22166 0.78036 0.05402  0.246
N3 1.17270 0.84040 -0.95113  -0.483
H1 0.17916 -1.39193 -1.30597  0.284
H2 1.24181 -1.68468 -0.14522  0.336
H3 -1.95933 -0.83035 1.84544  0.448
H4 0.93958 0.09323 -1.61978  0.164
H5 1.23081 1.74784 -1.38962  0.275

Cartesian forces (eV/Å) of the 3 atoms listed first:
N 0.018 0.055 -0.540
C -0.359 0.215 -0.151
C 0.188 -0.163 -0.066


6.
The following is a quantum chemistry calculation of a structure of composition C3H5N3O in a non-equilibrium geometry, from the OMol25 dataset.

The HOMO-LUMO gap comes out at 0.3033 Ha. The total charge is 0. The energy above the lowest of the compared OMol25 structures with the same formula, charge and spin is 73.2 kcal/mol.

Last column: Mulliken charge in e.
Geometry (Å):
N1 -0.38027 1.60590 1.05341  -0.500
C1 -0.17116 0.50972 0.24816  0.199
C2 -0.26570 -0.78808 0.60430  -0.622
N2 -0.39913 -1.55192 -0.64995  -0.463
C3 0.66994 -0.76564 -1.16466  0.868
O1 1.80052 -1.04950 -0.86985  -0.512
N3 0.14945 0.58598 -1.13883  -0.390
H1 -0.61724 2.47076 0.59742  0.251
H2 -0.99766 1.37374 1.82148  0.251
H3 -0.40879 -1.20442 1.58816  0.330
H4 -0.11942 -2.52437 -0.61386  0.289
H5 0.73945 1.33784 -1.47578  0.298

Cartesian forces (eV/Å) of the 3 atoms listed first:
N 0.286 0.197 0.286
C -0.521 -0.463 0.367
C -1.910 0.587 0.461


7.
The following is a quantum chemistry calculation of the molecule C3H5N3O, from the OMol25 dataset.

The HOMO-LUMO gap comes out at 0.3174 Ha. The SMILES is Nc1nc(O)c[nH]1. The total charge is 0. The energy above the lowest of the compared OMol25 structures with the same formula, charge and spin is 14.8 kcal/mol.

Last column: Mulliken charge in e.
Geometry (Å):
N1 2.27220 0.08551 0.35716  -0.544
C1 0.89120 -0.01366 0.17677  0.252
N2 0.03356 -0.47699 1.05457  -0.630
C2 -1.17756 -0.40969 0.42532  0.638
O1 -2.27807 -0.79138 1.11893  -0.502
C3 -1.06858 0.08950 -0.84181  -0.575
N3 0.29664 0.34885 -0.98326  -0.043
H1 2.50746 -0.25493 1.28276  0.302
H2 2.60027 1.04030 0.25822  0.243
H3 -3.05835 -0.55272 0.60100  0.311
H4 -1.78245 0.27714 -1.63034  0.362
H5 0.76368 0.65805 -1.81934  0.187

Cartesian forces (eV/Å) of the 3 atoms listed first:
N -0.086 0.069 0.135
C -0.052 0.069 -0.109
N -0.009 0.113 -0.167


8.
The following is a quantum chemistry calculation of a cluster of 2 separate species, C3H5N3O in total, from the OMol25 dataset.

The HOMO-LUMO gap (spin up / spin down) comes out at 0.2487 / 0.2962 Ha. The total charge is 0. The energy above the lowest of the compared OMol25 structures with the same formula, charge and spin is 139.7 kcal/mol.

Last column: Mulliken charge in e.
Geometry (Å):
N1 0.61898 1.61523 0.12440  -0.754
C1 0.68013 0.34076 0.12464  0.726
C2 1.77347 -0.48562 -0.31616  -0.371
O1 1.43494 -1.71264 -0.18243  -0.068
N2 0.13318 -1.93444 0.24703  -0.471
C3 -0.36683 -0.67827 0.44508  0.467
N3 -1.56701 -0.29991 0.71720  -0.632
H1 -1.29682 1.54367 -1.07950  0.164
H2 -0.25262 1.89573 0.58570  0.385
H3 2.77762 -0.26042 -0.64729  0.449
H4 -1.70775 1.05062 -0.67864  -0.111
H5 -2.22730 -1.07471 0.65997  0.216

Cartesian forces (eV/Å) of the 3 atoms listed first:
N 0.118 0.042 0.438
C 0.428 -0.342 -0.082
C -0.213 0.908 0.156


9.
The following is a quantum chemistry calculation of the molecule C3H5N3O in a non-equilibrium geometry, from the OMol25 dataset.

The HOMO-LUMO gap comes out at 0.3977 Ha. The SMILES is OCc1nc[nH]n1. The total charge is 0. The energy above the lowest of the compared OMol25 structures with the same formula, charge and spin is 27.7 kcal/mol.

Last column: Mulliken charge in e.
Geometry (Å):
O1 1.97468 0.70889 -1.42062  -0.510
C1 0.58093 0.94245 -1.29401  -0.311
C2 -0.05205 0.16865 -0.15969  0.508
N1 -1.08855 0.68647 0.57468  -0.555
C3 -1.32702 -0.26662 1.44341  -0.048
N2 -0.49457 -1.30488 1.25180  0.160
N3 0.33441 -1.05153 0.22625  -0.657
H1 2.10300 -0.24364 -1.35468  0.331
H2 0.06714 0.72033 -2.24461  0.181
H3 0.46285 2.01107 -1.10294  0.262
H4 -2.07812 -0.24751 2.22339  0.411
H5 -0.48271 -2.12367 1.85702  0.229

Cartesian forces (eV/Å) of the 3 atoms listed first:
O -0.251 -0.191 0.066
C 0.094 -0.117 -0.020
C -0.065 -0.330 0.340


10.
The following is a quantum chemistry calculation of the molecule C3H5N3O, from the OMol25 dataset.

The HOMO-LUMO gap comes out at 0.3311 Ha. The SMILES is Nc1c[nH]c(O)n1. The total charge is 0. The energy above the lowest of the compared OMol25 structures with the same formula, charge and spin is 18.9 kcal/mol.

Last column: Mulliken charge in e.
Geometry (Å):
N1 2.20917 0.49995 -0.04768  -0.685
C1 0.88806 -0.03572 -0.08033  0.370
C2 0.33728 -1.30322 -0.06583  -0.491
N2 -1.05172 -1.08551 0.03560  0.006
C3 -1.21987 0.24731 0.10979  0.385
O1 -2.41261 0.85278 0.20439  -0.513
N3 -0.10909 0.90566 0.05538  -0.612
H1 2.53129 0.94227 -0.90241  0.272
H2 2.11274 1.27982 0.59895  0.323
H3 0.67631 -2.33365 -0.12496  0.380
H4 -1.80200 -1.76071 0.06262  0.196
H5 -2.15956 1.79101 0.15450  0.370

Cartesian forces (eV/Å) of the 3 atoms listed first:
N 0.111 -0.435 0.510
C -0.112 -0.084 0.012
C 0.043 0.313 -0.174